[1]
Formula: C21H26N2O6
Source: OMol25
Level of theory: ωB97M-V with the def2-TZVPD basis set

```
! RIJCOSX wB97M-V def2-TZVPD def2/J DEFGRID3
* xyz 0 1
C 5.285 -1.815 -3.259
C 4.613 -0.630 -2.561
C 5.577 0.043 -1.581
C 3.354 -1.070 -1.857
C 2.127 -0.560 -2.215
C 0.946 -0.956 -1.571
C -0.271 -0.310 -2.075
O -0.323 0.414 -3.034
O -1.404 -0.586 -1.338
C -2.609 0.024 -1.764
C -3.023 1.225 -0.918
O -4.037 1.838 -1.177
N -2.185 1.512 0.105
C -2.278 2.543 1.081
O -1.457 2.575 1.966
N -3.282 3.405 0.888
C -3.574 4.459 1.840
C -4.860 4.203 2.556
C -5.177 3.347 3.570
C -6.564 3.507 3.803
C -6.985 4.444 2.913
O -5.964 4.868 2.152
C 1.002 -1.908 -0.537
O -0.094 -2.352 0.110
C 2.252 -2.434 -0.163
C 2.383 -3.455 0.944
C 1.902 -2.890 2.282
C 1.644 -4.749 0.596
C 3.387 -2.005 -0.824
H 5.612 -2.557 -2.535
H 4.591 -2.290 -3.949
H 6.153 -1.476 -3.819
H 4.334 0.103 -3.324
H 6.452 0.412 -2.111
H 5.908 -0.658 -0.819
H 5.090 0.881 -1.088
H 2.039 0.169 -3.007
H -2.499 0.366 -2.801
H -3.402 -0.728 -1.718
H -1.382 0.910 0.247
H -3.938 3.221 0.135
H -2.741 4.485 2.548
H -3.643 5.413 1.310
H -4.503 2.693 4.085
H -7.159 2.996 4.533
H -7.947 4.879 2.729
H -0.886 -1.924 -0.246
H 3.448 -3.693 1.042
H 0.837 -2.688 2.250
H 2.096 -3.607 3.077
H 2.427 -1.966 2.513
H 1.828 -5.498 1.363
H 1.989 -5.138 -0.360
H 0.575 -4.572 0.536
H 4.337 -2.420 -0.522
*
```

* LUMO energy: 0.20 eV
* E: -1376.8424 Ha
* HOMO energy: -8.67 eV
* SMILES string: CC(C)c1cc(C(=O)OCC(=O)NC(=O)NCc2ccco2)c(O)c(C(C)C)c1

Charges computed using natural (NBO), reported in e:
1 C -0.596
2 C -0.233
3 C -0.596
4 C -0.039
5 C -0.137
6 C -0.275
7 C 0.796
8 O -0.578
9 O -0.565
10 C -0.180
11 C 0.670
12 O -0.610
13 N -0.653
14 C 0.791
15 O -0.634
16 N -0.615
17 C -0.272
18 C 0.253
19 C -0.296
20 C -0.313
21 C 0.085
22 O -0.398
23 C 0.340
24 O -0.679
25 C 0.016
26 C -0.245
27 C -0.605
28 C -0.604
29 C -0.179
30 H 0.200
31 H 0.213
32 H 0.209
33 H 0.204
34 H 0.209
35 H 0.200
36 H 0.214
37 H 0.234
38 H 0.254
39 H 0.225
40 H 0.428
41 H 0.439
42 H 0.253
43 H 0.219
44 H 0.231
45 H 0.228
46 H 0.203
47 H 0.508
48 H 0.200
49 H 0.221
50 H 0.206
51 H 0.209
52 H 0.207
53 H 0.207
54 H 0.221
55 H 0.208

=====

[2]
Formula: C6H10O
Source: OMol25
Level of theory: ωB97M-V with the def2-TZVPD basis set

```
! RIJCOSX wB97M-V def2-TZVPD def2/J DEFGRID3
* xyz 0 1
C -2.170 -0.373 -1.173
C -0.895 -0.441 -0.828
C -0.126 -1.256 0.196
C 1.049 -0.249 0.046
C 1.196 0.703 1.216
O -0.064 1.287 1.480
C 0.338 0.364 -1.193
H -2.524 0.350 -1.905
H -2.912 -1.026 -0.721
H 0.129 -2.260 -0.160
H -0.575 -1.330 1.192
H 2.026 -0.700 -0.158
H 1.562 0.143 2.092
H 1.945 1.474 0.973
H 0.008 1.816 2.278
H 0.222 1.451 -1.199
H 0.790 0.047 -2.138
*
```

* LUMO energy: 0.88 eV
* E: -309.7988 Ha
* HOMO energy: -9.04 eV
* SMILES string: C=C1CC(CO)C1

Charges computed using natural (NBO), reported in e:
1 C -0.418
2 C 0.054
3 C -0.450
4 C -0.223
5 C -0.055
6 O -0.727
7 C -0.451
8 H 0.198
9 H 0.198
10 H 0.217
11 H 0.221
12 H 0.207
13 H 0.160
14 H 0.160
15 H 0.472
16 H 0.222
17 H 0.217

=====

[3]
Formula: C26H33N5O5S
Source: OMol25
Level of theory: ωB97M-V with the def2-TZVPD basis set

```
! RIJCOSX wB97M-V def2-TZVPD def2/J DEFGRID3
* xyz 0 1
C 6.643 1.057 -0.922
C 5.709 2.126 -0.365
C 4.257 1.663 -0.267
C 4.071 0.532 0.744
N 2.666 0.272 1.029
C 2.104 0.796 2.158
O 2.750 1.368 3.011
C 0.637 0.523 2.270
C 0.161 -0.782 2.350
C -1.194 -1.034 2.355
C -2.101 0.021 2.275
N -3.457 -0.315 2.125
C -4.474 0.595 2.596
S -3.813 -0.950 0.595
O -2.765 -1.862 0.236
O -5.157 -1.439 0.642
C -3.711 0.506 -0.429
C -4.849 1.184 -0.821
C -4.717 2.385 -1.496
C -3.459 2.924 -1.754
C -3.327 4.226 -2.479
C -2.327 2.225 -1.344
C -2.453 1.014 -0.687
C -1.628 1.330 2.294
C -0.267 1.576 2.291
C 1.855 -0.199 -0.041
C 1.759 -1.551 -0.282
N 2.509 -2.428 0.441
N 0.968 -2.040 -1.285
C 0.708 -3.465 -1.435
C -0.279 -3.981 -0.385
C -0.660 -5.427 -0.673
C 0.287 -1.195 -2.153
O -0.371 -1.603 -3.079
N 0.442 0.138 -1.899
C 1.115 0.742 -0.833
O 1.030 1.942 -0.666
H 6.723 0.213 -0.242
H 6.278 0.696 -1.882
H 7.640 1.467 -1.068
H 6.055 2.433 0.624
H 5.747 3.002 -1.015
H 3.911 1.334 -1.250
H 3.630 2.501 0.040
H 4.523 -0.392 0.373
H 4.529 0.810 1.696
H 0.855 -1.606 2.424
H -1.573 -2.042 2.390
H -4.515 1.531 2.027
H -5.425 0.077 2.489
H -4.294 0.817 3.647
H -5.815 0.758 -0.599
H -5.600 2.919 -1.815
H -4.129 4.907 -2.206
H -2.371 4.695 -2.261
H -3.384 4.057 -3.554
H -1.343 2.639 -1.510
H -1.591 0.454 -0.365
H -2.317 2.160 2.279
H 0.102 2.589 2.266
H 2.221 -3.389 0.501
H 2.944 -2.037 1.262
H 0.262 -3.581 -2.426
H 1.653 -4.015 -1.417
H 0.149 -3.913 0.619
H -1.172 -3.352 -0.398
H -1.129 -5.506 -1.650
H -1.365 -5.784 0.073
H 0.217 -6.073 -0.658
H -0.079 0.756 -2.511
*
```

* LUMO energy: 0.47 eV
* E: -2058.8146 Ha
* HOMO energy: -8.46 eV
* SMILES string: CCCCN(C(=O)c1ccc(N(C)S(=O)(=O)c2ccc(C)cc2)cc1)c1c(N)n(CCC)c(=O)[nH]c1=O

Charges computed using natural (NBO), reported in e:
1 C -0.608
2 C -0.390
3 C -0.409
4 C -0.221
5 N -0.452
6 C 0.690
7 O -0.601
8 C -0.128
9 C -0.190
10 C -0.220
11 C 0.205
12 N -0.683
13 C -0.432
14 S 2.327
15 O -0.947
16 O -0.932
17 C -0.368
18 C -0.171
19 C -0.221
20 C 0.002
21 C -0.633
22 C -0.177
23 C -0.192
24 C -0.262
25 C -0.161
26 C -0.147
27 C 0.479
28 N -0.795
29 N -0.432
30 C -0.233
31 C -0.420
32 C -0.604
33 C 0.803
34 O -0.613
35 N -0.642
36 C 0.652
37 O -0.628
38 H 0.197
39 H 0.200
40 H 0.211
41 H 0.198
42 H 0.204
43 H 0.195
44 H 0.227
45 H 0.188
46 H 0.236
47 H 0.205
48 H 0.235
49 H 0.187
50 H 0.240
51 H 0.220
52 H 0.240
53 H 0.216
54 H 0.220
55 H 0.223
56 H 0.227
57 H 0.226
58 H 0.238
59 H 0.223
60 H 0.233
61 H 0.403
62 H 0.416
63 H 0.261
64 H 0.194
65 H 0.179
66 H 0.251
67 H 0.211
68 H 0.220
69 H 0.196
70 H 0.431